Record 1
The following is a quantum chemistry calculation of C34H37BrN8O7Sc as an isolated structure, from the Open Molecules 2025 dataset.

The geometry in XYZ format:
```
88
Properties=species:S:1:pos:R:3:forces:R:3:mulliken_charge:R:1
Sc -1.409154 -0.410060 1.039742 -0.6 0.2 1.1 -0.134
N -5.530933 0.795398 -0.067560 -0.2 0.1 0.0 0.096
C -4.286202 0.573789 -0.488414 0.0 0.0 -0.1 -0.444
N -3.567489 0.176176 0.537375 0.0 0.0 0.5 0.291
C -4.451177 0.182746 1.581298 0.1 -0.1 0.0 0.189
N -5.659829 0.554682 1.253332 0.1 0.1 -0.2 -0.758
C -4.024683 -0.227926 2.922047 0.0 -0.1 0.0 0.271
C -4.887067 -0.289188 4.007071 0.0 0.0 0.2 -0.523
N -4.471546 -0.710650 5.196502 0.0 0.0 -0.1 -0.561
C -3.194623 -1.067824 5.305956 -0.2 0.0 0.0 -0.465
C -2.322551 -0.988806 4.231530 0.2 0.0 -0.1 -0.632
N -2.738103 -0.568137 3.040672 -0.1 0.1 0.0 0.656
H -6.325567 1.114531 -0.595954 -0.1 0.0 -0.1 0.215
H -3.938454 0.706728 -1.503049 -0.1 0.0 0.1 0.598
H -5.924773 0.006922 3.906589 0.0 0.0 0.0 0.520
H -2.857433 -1.421759 6.272392 0.0 0.0 0.0 0.413
H -1.275328 -1.252713 4.323836 0.0 0.0 0.0 0.565
C 2.142329 3.260987 -5.304952 -0.1 0.0 0.0 -1.536
C 0.634578 2.960170 -5.381560 0.1 0.0 0.0 1.770
C -0.113919 4.274951 -5.610730 0.0 0.0 0.0 -2.121
C 0.362925 2.034676 -6.577447 0.0 0.0 0.0 -1.630
C 0.207507 2.281885 -4.079978 0.0 0.1 -0.1 -0.333
C -0.586025 2.911305 -3.137495 0.0 0.0 -0.1 0.453
C -0.898147 2.254062 -1.961218 -0.1 -0.2 0.3 -0.445
Br -1.976030 3.201589 -0.697502 0.1 -0.1 0.0 -0.195
C -0.464631 0.960973 -1.659549 0.1 0.0 -0.1 0.314
O -0.818085 0.382845 -0.491628 0.7 0.4 -1.8 0.944
C 0.346677 0.303132 -2.617695 0.0 -0.1 0.1 -0.967
C 0.650636 0.993604 -3.783800 0.1 0.0 0.0 -0.362
C 0.923418 -1.108887 -2.386436 0.0 0.0 0.0 2.682
C -0.199584 -2.139451 -2.182695 0.1 0.0 -0.2 -1.640
C 1.734698 -1.599465 -3.591428 0.0 0.1 0.0 -2.511
C 1.879957 -1.092617 -1.180219 0.0 0.0 -0.1 -1.671
H 2.485928 3.716901 -6.237669 0.0 0.0 0.1 0.447
H 2.719756 2.348130 -5.138061 0.0 0.1 0.0 0.314
H 2.354412 3.952801 -4.485660 0.0 0.0 0.0 0.354
H 0.223402 4.719781 -6.548037 0.0 0.0 0.0 0.435
H 0.083956 4.999141 -4.816941 0.0 0.0 0.0 0.370
H -1.193368 4.115948 -5.681397 0.0 0.0 0.0 0.414
H 0.576346 2.562610 -7.510371 0.0 0.0 0.1 0.463
H -0.683123 1.717579 -6.596741 0.1 0.0 0.0 0.366
H 0.991635 1.141487 -6.555672 -0.1 0.0 0.0 0.349
H -0.975747 3.906667 -3.298196 0.0 0.0 0.0 0.500
H 1.281514 0.505180 -4.512334 0.0 0.0 0.0 0.413
H -0.817754 -2.209004 -3.081624 0.0 0.0 0.0 0.384
H -0.849783 -1.898425 -1.352697 -0.1 0.1 0.2 0.112
H 0.235139 -3.124824 -1.994844 0.0 0.0 0.0 0.489
H 1.133951 -1.616301 -4.503370 0.0 0.0 0.0 0.467
H 2.074558 -2.619612 -3.399217 0.0 0.1 0.0 0.477
H 2.620957 -0.982662 -3.762145 -0.1 0.0 0.0 0.404
H 1.368376 -0.843814 -0.255607 -0.1 0.0 0.1 0.114
H 2.681574 -0.366375 -1.337774 0.0 0.0 0.0 0.394
H 2.337844 -2.079281 -1.054939 0.0 0.1 0.0 0.481
O -2.244162 -2.345421 0.900206 -0.2 -0.5 -0.1 -0.421
C -1.894512 -3.440369 1.374266 0.0 0.0 -0.1 -0.595
C -0.647132 -3.719378 2.000452 0.0 0.1 0.0 1.011
C -0.375635 -5.035998 2.408796 -0.3 -0.1 -0.1 -0.452
C 0.858831 -5.345052 2.886493 0.2 0.0 0.0 -0.675
C 1.875996 -4.378802 2.952276 0.0 -0.1 0.0 -0.422
C 1.627653 -3.086925 2.574268 0.1 0.1 0.1 -1.052
C 0.347649 -2.705649 2.121379 0.0 -0.1 -0.1 0.024
O 0.091795 -1.473377 1.816263 0.4 -0.2 0.2 0.585
N 1.136820 -6.723089 3.320676 0.0 -0.1 0.3 0.999
O 0.199768 -7.497368 3.356980 0.1 0.1 -0.1 -0.603
O 2.277538 -6.988857 3.642341 -0.1 0.1 -0.1 -0.605
H -2.594295 -4.279411 1.275264 0.0 0.0 0.0 0.362
H -1.134558 -5.806305 2.336741 0.0 0.0 0.0 0.582
H 2.852727 -4.681713 3.301445 0.0 0.0 0.0 0.541
H 2.399353 -2.328331 2.625408 0.0 0.0 0.0 0.596
O 5.003898 0.391212 0.972676 0.0 0.0 0.1 -0.462
C 4.983426 1.369525 1.996924 -0.1 -0.1 -0.1 -0.524
N 3.606074 1.769466 2.119923 0.0 -0.1 0.1 -0.127
C 2.950547 1.803291 3.306226 0.1 0.1 0.0 0.268
O 3.480702 1.661289 4.390499 0.0 0.0 -0.1 -0.640
C 1.465870 2.025799 3.216306 0.0 0.0 -0.1 0.286
C 0.811636 2.806620 4.156357 0.0 0.0 0.1 -0.428
C -0.567972 2.920727 4.086005 0.0 0.1 0.1 -1.061
C -1.249153 2.190422 3.131793 0.0 0.0 -0.1 -0.460
N -0.631843 1.402007 2.246337 0.1 0.0 0.3 0.519
C 0.703967 1.366235 2.272030 0.1 0.0 -0.2 -0.182
H 5.917701 0.171712 0.765890 0.0 0.0 0.0 0.274
H 5.607214 2.224630 1.733928 0.1 0.1 -0.1 0.365
H 5.298312 0.977508 2.961346 0.0 0.0 0.1 0.386
H 3.108983 1.921687 1.257352 0.0 0.1 0.0 0.213
H 1.384006 3.307758 4.927563 0.0 0.0 0.0 0.519
H -1.115452 3.545489 4.778563 0.0 0.0 0.0 0.467
H -2.330015 2.232561 3.069225 0.0 0.0 0.0 0.543
H 1.183299 0.748509 1.522067 0.0 -0.1 0.0 0.375
```
Forces are in eV/Å.

The total charge is +1. For the HOMO energy, the calculation gives -10.6 eV. For the HOMO-LUMO gap, the calculation gives 7.1 eV. The value obtained for the energy relative to the best compared isomer or geometry (same formula, charge and spin) is 3.6 kcal/mol. The molar mass comes out at 794.58 Da.



Record 2
The following is a quantum chemistry calculation of C29H17I2N2O3RuS5 as an isolated structure, from the Open Molecules 2025 dataset.

The geometry in XYZ format:
```
59
Properties=species:S:1:pos:R:3:forces:R:3:mulliken_charge:R:1
Ru 0.490670 -0.018536 0.148996 0.1 0.5 0.1 -0.008
I -1.888856 0.628731 -1.250465 0.1 0.0 -0.1 0.055
C -3.180440 0.892515 0.368322 -0.2 0.1 0.2 0.207
C -3.880687 2.072168 0.354294 0.0 -0.1 0.2 -0.668
C -4.797978 2.395042 1.375445 0.1 -0.1 -0.1 -0.722
C -5.017462 1.512843 2.386163 0.0 -0.1 0.0 -0.882
C -4.317714 0.279031 2.440170 -0.2 0.1 0.2 0.825
C -4.580427 -0.615614 3.509838 0.1 0.0 -0.1 -0.866
C -3.914826 -1.800560 3.608376 0.1 0.0 -0.1 -0.905
C -2.940727 -2.131957 2.651854 0.0 0.1 -0.1 0.138
C -2.667718 -1.284592 1.610804 0.1 0.0 -0.1 -0.683
C -3.364114 -0.045024 1.439798 0.2 -0.1 -0.2 0.715
H -3.717347 2.773471 -0.449778 0.0 0.0 -0.1 0.372
H -5.316412 3.345002 1.346540 0.0 0.0 0.0 0.361
H -5.718097 1.739748 3.180558 0.0 0.0 0.0 0.333
H -5.309893 -0.324148 4.254612 0.0 0.0 0.0 0.343
H -4.105455 -2.473084 4.434717 0.0 0.0 0.0 0.374
H -2.355556 -3.037340 2.737552 0.0 0.0 0.0 0.484
O -1.632229 -1.602540 0.764070 -0.2 0.2 0.2 0.688
C -1.676232 -2.714446 -0.028178 0.1 0.1 0.2 0.776
C -2.877389 -3.170245 -0.541409 -0.1 -0.1 -0.1 -0.606
C -2.886169 -4.223120 -1.442442 0.0 0.0 0.0 -0.743
C -1.689358 -4.800857 -1.834925 0.1 0.0 0.0 -0.888
C -0.495218 -4.341069 -1.302959 -0.1 0.0 0.0 -0.936
C -0.452607 -3.302295 -0.372472 0.1 -0.1 0.0 0.836
C 0.841698 -2.899910 0.205072 -0.1 -0.1 -0.2 0.023
N 1.034547 -2.125834 1.259114 0.1 -0.3 0.1 -0.413
C 2.404676 -2.078735 1.420921 -0.1 0.0 0.0 -0.570
C 3.014189 -2.811163 0.454364 -0.2 -0.1 -0.1 -0.541
N 2.011210 -3.381453 -0.314713 0.1 0.3 0.2 -0.083
H -3.796143 -2.679234 -0.248636 0.0 0.0 0.0 0.487
H -3.825006 -4.572867 -1.848968 -0.1 0.0 0.0 0.380
H -1.678768 -5.605924 -2.557112 0.0 0.0 0.0 0.377
H 0.433548 -4.793241 -1.612748 0.0 -0.1 0.0 0.464
H 2.842498 -1.464861 2.188780 0.0 0.0 0.0 0.460
H 4.051150 -2.947967 0.214616 0.1 0.0 0.0 0.477
H 2.099696 -3.470729 -1.349940 -0.1 0.1 0.3 0.340
S 4.116308 2.997066 5.729771 -0.1 0.0 -0.1 -0.418
C 3.238566 2.449359 4.398834 0.2 -0.1 0.2 0.079
S 1.607183 1.958717 4.461666 -0.2 0.0 0.0 -0.144
C 1.383269 1.496432 2.795250 -0.1 0.0 -0.1 0.009
C 2.485177 1.624186 2.009931 -0.1 0.0 0.0 -0.036
S 2.532086 1.304121 0.298325 -0.2 -0.3 0.0 -0.440
S 3.898524 2.222272 2.842171 0.1 0.1 -0.1 -0.153
S -0.189244 0.994359 2.211969 0.4 -0.2 -0.2 -0.231
I 1.832864 1.641389 -8.372439 0.0 0.0 -0.1 -0.007
C 1.739845 0.574988 -6.572375 0.0 0.0 0.1 0.152
C 1.111602 1.146752 -5.476668 0.1 0.0 0.0 -0.634
C 1.058775 0.429573 -4.290525 0.0 0.0 0.1 -0.402
C 1.607771 -0.842966 -4.199929 0.0 0.0 0.1 -0.072
C 2.235843 -1.389151 -5.311324 -0.1 -0.1 0.0 -0.199
C 2.311692 -0.686061 -6.504240 0.0 0.0 0.0 -0.599
C 1.522574 -1.621395 -2.881456 -0.1 0.3 -0.1 0.130
O 1.904621 -2.811991 -2.917174 0.3 -0.5 -0.4 -0.868
O 1.063461 -0.997745 -1.915509 -0.1 0.4 0.3 0.244
H 0.681746 2.136443 -5.539647 0.0 0.0 0.0 0.376
H 0.615524 0.859201 -3.400180 0.0 0.0 0.0 0.437
H 2.653506 -2.382331 -5.220828 0.0 0.0 0.0 0.433
H 2.805256 -1.112460 -7.366120 0.0 0.0 0.0 0.342
```
Forces are in eV/Å.

The total charge is -2. For the HOMO energy (alpha / beta), the calculation gives -0.2 / -0.1 eV. For the HOMO-LUMO gap (alpha / beta), the calculation gives 3.5 / 3.3 eV. Its multiplicity is 2. The value obtained for the energy relative to the best compared isomer or geometry (same formula, charge and spin) is 58.8 kcal/mol. The molar mass comes out at 956.68 Da.



Record 3
The following is a quantum chemistry calculation of a 2-piece molecular cluster, C28H51FN4O4PS overall, from the Open Molecules 2025 dataset.

The geometry in XYZ format:
```
90
Properties=species:S:1:pos:R:3:forces:R:3:mulliken_charge:R:1
C 0.216991 -1.238614 -3.189795 -1.1 -0.5 0.1 -0.891
C -0.278940 -0.866727 -1.672026 -1.1 -0.5 -2.3 -0.422
P 1.094539 -0.110068 -0.657920 0.4 -2.0 1.6 0.305
C 2.812916 -0.219989 -1.394938 1.2 -0.7 -0.2 -0.172
C 3.288734 -1.779815 -1.247401 -0.7 -0.1 0.7 -0.989
N 0.736038 1.273631 0.302320 -1.4 -0.6 -1.6 0.602
C 0.377526 1.033193 1.726175 1.6 0.3 1.5 -1.466
C 1.269835 -0.174577 2.368646 0.5 0.8 0.1 -0.511
C 1.487097 -0.004226 3.961730 0.4 -1.1 -0.1 -0.763
N 2.540364 1.045770 4.267564 -1.3 -1.1 0.3 -0.566
C -1.199294 0.906002 2.035974 -0.2 0.7 1.7 1.629
C -1.674756 -0.489603 2.659171 -2.0 -0.6 -0.3 -1.260
C -1.735948 -1.714636 1.620310 0.2 -0.6 0.3 0.316
C -1.498875 -3.154833 2.354179 0.9 0.8 -1.3 -0.684
O -0.765638 -3.951462 1.356811 -0.1 0.2 1.7 -0.308
C 0.077741 -4.941185 2.002351 0.3 -1.2 -0.7 -0.703
C -1.613535 2.033668 3.137931 2.1 0.6 4.4 -0.682
O -0.937970 2.233528 4.192413 -2.3 -1.1 -5.0 -0.510
N -2.847647 2.871889 3.010160 -0.7 -1.5 -0.7 -0.008
C -4.015481 2.219065 3.618978 -1.4 -1.4 4.6 0.505
O -4.134927 1.982390 4.834676 0.5 1.2 -5.5 -0.400
F -5.091037 1.779171 2.776270 3.1 1.3 0.9 -0.225
N -1.989038 1.289512 0.787662 0.3 -0.8 -0.2 0.056
C -1.471736 2.552653 0.135767 -0.4 1.3 -1.9 -1.581
C 0.087319 2.439273 -0.324356 0.3 2.5 0.8 1.695
C 0.169386 2.565428 -1.919734 0.5 1.1 -0.3 -1.407
C 1.695043 2.822236 -2.456896 -0.7 0.4 -0.6 -0.449
C 1.914149 2.197442 -3.937824 -0.4 0.3 1.5 -0.643
S 3.648347 2.659007 -4.452828 -0.1 -0.4 -0.3 -0.233
C 0.865928 3.763217 0.233498 2.5 3.2 1.7 0.108
C 0.292355 5.202301 0.178747 2.3 -0.6 0.9 -0.517
C 1.064396 6.474473 0.674398 1.8 -3.7 0.1 -0.662
C 2.500192 6.317725 1.243970 -2.0 -3.0 -1.1 -0.442
C 3.130786 4.872708 1.345370 -3.6 0.8 -1.7 -0.675
C 2.320081 3.624218 0.837163 -0.7 3.4 0.1 0.013
H 0.025037 -0.345098 -3.873631 0.7 -1.2 0.9 0.192
H 1.282204 -1.647927 -3.221339 -1.4 0.9 0.0 0.273
H -0.459764 -2.092139 -3.587297 1.1 1.4 0.7 0.273
H -1.206518 -0.183771 -1.836299 1.4 -0.9 0.4 0.319
H -0.700061 -1.862859 -1.256521 1.0 1.8 -0.1 0.181
H 2.926517 0.078161 -2.491109 -0.1 -0.1 1.6 0.161
H 3.530022 0.366425 -0.698963 -1.4 -0.5 -1.3 0.270
H 2.374947 -2.474042 -1.411967 1.7 1.0 0.0 0.246
H 3.620296 -1.996211 -0.158497 -0.5 0.5 -1.8 0.298
H 4.157766 -2.033756 -1.944618 -1.4 0.4 0.9 0.328
H 0.737555 1.970154 2.311291 -0.7 -1.4 -1.0 0.389
H 2.325967 -0.042451 1.908872 -1.8 -0.2 0.7 0.460
H 0.920250 -1.211342 2.049093 0.3 1.5 0.6 0.012
H 0.525431 0.170024 4.552182 1.2 -0.1 -0.9 0.185
H 1.917874 -1.011933 4.341966 -0.8 1.5 -0.7 0.461
H 3.156243 0.592221 4.970975 -0.6 1.1 -0.5 0.296
H 2.042554 1.849656 4.677966 0.7 -0.5 0.0 0.237
H -1.093138 -0.839293 3.574846 -0.5 1.1 -1.4 0.245
H -2.765508 -0.324472 3.027709 1.7 -0.2 -0.4 0.503
H -2.744646 -1.804940 1.060426 1.7 0.5 0.7 0.503
H -0.853729 -1.599321 0.902973 -1.3 -0.3 0.8 -0.694
H -0.795170 -2.996098 3.241203 -1.2 -0.2 -0.9 0.484
H -2.474455 -3.693513 2.601735 1.3 0.9 0.0 0.254
H -0.327232 -5.167465 3.047385 0.8 0.2 -1.4 0.348
H 0.020876 -5.893959 1.344505 0.0 1.5 1.2 0.235
H 1.201840 -4.654531 2.006230 -1.9 -0.1 0.2 0.225
H -2.649349 3.776199 3.478281 -0.3 -1.0 0.0 0.442
H -1.857343 0.529308 0.091994 0.0 0.2 0.4 0.388
H -3.018044 1.319236 0.973830 0.9 0.3 0.0 0.677
H -1.701850 3.473610 0.766874 0.4 -1.6 -0.6 0.408
H -2.085789 2.674286 -0.839549 0.8 -0.2 1.7 0.382
H -0.381046 3.555244 -2.179825 0.7 -1.7 0.6 0.640
H -0.379962 1.755642 -2.509309 0.9 0.8 1.0 0.457
H 2.490959 2.512558 -1.700784 -1.1 0.1 -1.2 0.150
H 1.823032 3.966208 -2.594459 -0.1 -1.9 0.4 0.483
H 1.694888 1.077302 -3.974639 0.4 1.6 -0.1 0.170
H 1.189049 2.765529 -4.628523 1.3 -1.0 0.8 0.403
H 4.518435 1.656924 -4.047705 -1.3 0.4 0.0 0.137
H -0.766536 5.325175 -0.268716 1.9 0.0 0.8 0.245
H 0.560925 7.493585 0.578353 0.9 -1.7 0.2 0.353
H 3.092034 7.248967 1.581499 -1.1 -1.8 -0.6 0.337
H 4.201734 4.779717 1.762850 -2.1 0.0 -0.8 0.343
H 2.869503 2.623563 0.922984 -1.2 1.5 -0.2 0.213
C -1.849848 -6.508414 -3.117751 0.2 -0.1 0.2 -1.420
C -2.076961 -5.034485 -3.413968 -0.4 -0.5 -0.5 0.773
C -3.549355 -4.738266 -3.652998 -0.1 0.3 0.1 -1.278
O -1.324787 -4.661151 -4.567308 0.2 0.3 0.1 -0.538
H -2.166959 -7.129668 -3.961457 -0.1 0.1 0.1 0.364
H -0.786708 -6.708896 -2.959546 -0.1 0.1 0.0 0.352
H -2.401081 -6.821763 -2.227286 0.0 0.0 -0.1 0.355
H -1.711316 -4.430840 -2.577672 0.1 0.0 -0.2 0.049
H -3.925386 -5.298059 -4.515191 0.1 -0.1 0.1 0.334
H -3.696510 -3.677689 -3.875971 0.0 -0.1 0.1 0.324
H -4.151518 -4.998689 -2.778536 0.0 0.0 -0.1 0.365
H -1.640310 -5.189415 -5.313105 0.1 0.1 0.2 0.352
```
Forces are in eV/Å.

The total charge is +1. For the HOMO energy, the calculation gives -10.0 eV. For the HOMO-LUMO gap, the calculation gives 6.6 eV. The value obtained for the energy relative to the best compared isomer or geometry (same formula, charge and spin) is 134.5 kcal/mol. The molar mass comes out at 589.78 Da.



Record 4
The following is a quantum chemistry calculation of C5H6O3 as an isolated structure, from the Open Molecules 2025 dataset.

The geometry in XYZ format:
```
14
Properties=species:S:1:pos:R:3:forces:R:3:mulliken_charge:R:1
C 0.633306 0.750283 -0.462771 5.7 -1.8 -0.9 0.245
C -0.509641 0.795269 0.255822 -5.2 3.1 2.4 0.384
C -0.938805 -0.403785 0.893874 3.9 -2.2 1.9 -0.410
C -0.035731 -1.446278 0.033233 -1.1 -2.5 1.7 -0.567
C 0.515583 -0.637319 -1.144613 -0.9 0.3 -0.3 0.342
H 0.779486 2.795045 -0.240986 0.4 -4.2 -3.9 0.420
H 1.351779 0.363869 0.413045 -0.4 0.9 -1.3 0.166
H -1.991614 -0.506165 0.800238 -0.8 -0.4 0.4 0.383
H -0.475297 -0.262358 2.010410 -1.7 -0.8 -2.4 0.198
H 0.871135 -1.851651 0.608314 -1.4 0.6 -0.6 0.269
H -0.711576 -2.360756 -0.165983 1.4 1.4 -0.4 0.338
O 0.983836 1.891032 -1.078760 0.2 4.4 2.7 -0.626
O -1.137177 1.823469 0.366758 -0.5 1.2 0.2 -0.630
O 0.664716 -0.950654 -2.288580 0.3 0.1 0.6 -0.510
```
Forces are in eV/Å.

For the HOMO energy, the calculation gives -10.0 eV. For the HOMO-LUMO gap, the calculation gives 9.9 eV. The value obtained for the energy relative to the best compared isomer or geometry (same formula, charge and spin) is 71.2 kcal/mol. The molar mass comes out at 114.10 Da.